Here is a single C2H4N2O3 molecule at a distorted geometry from the OMol25 dataset. Energies are from ωB97M-V with the def2-TZVPD basis set.

Energy above the lowest of the compared OMol25 structures with the same formula, charge and spin (eV): 6.855
HOMO level (eV): -9.88
Charge: 0
LUMO energy (Ha): 0.012
SMILES: O=C1NOCON1

XYZ file:
```
11
C2H4N2O3 | the OMol25 dataset | ωB97M-V with the def2-TZVPD basis set
O 0.586 1.691 1.548
C 0.248 0.871 0.606
N -0.670 -0.058 0.895
O -1.148 -1.229 0.137
C -0.139 -1.506 -0.866
O 0.250 -0.328 -1.500
N 1.050 0.716 -0.651
H -1.567 0.473 1.369
H -0.746 -2.287 -1.437
H 0.748 -1.832 -0.345
H 0.746 1.777 -1.209
```